{
  "formula": "C11H19BFN3O5S",
  "method": "the ωB97M-V functional and the def2-TZVPD basis",
  "symbols": ["N", "C", "N", "N", "C", "C", "C", "C", "O", "S", "O", "O", "B", "O", "O", "H", "H", "H", "H", "H", "H", "H", "H", "H", "H", "H", "H", "H", "H", "F", "C", "C", "C", "C", "C", "C", "H", "H", "H", "H", "H"],
  "coordinates": [[-0.92780, 2.82552, -0.06908], [-0.94779, 1.63769, -0.50470], [-1.39499, 1.37735, -1.81520], [-0.59932, 0.48007, 0.24043], [0.81598, 0.06737, 0.12143], [0.95738, -1.45241, -0.03036], [2.12065, -1.89478, -0.92701], [3.42016, -2.06813, -0.16572], [3.68657, -0.91180, 0.65760], [4.70329, 0.18027, 0.05422], [4.15551, 1.47206, 0.40602], [5.87495, -0.09332, 1.13106], [6.53693, 1.00922, 1.70275], [7.24981, 1.79325, 0.84668], [6.50450, 1.11767, 3.06212], [-0.66805, 2.82068, 0.91392], [-1.32571, 2.22143, -2.37242], [-0.83444, 0.65677, -2.25648], [-1.20265, -0.28506, -0.04088], [1.35513, 0.40125, 1.00677], [1.28216, 0.56765, -0.73722], [1.11574, -1.88507, 0.96148], [0.02334, -1.87741, -0.40718], [1.88662, -2.86776, -1.36783], [2.26750, -1.18883, -1.74934], [4.25934, -2.23711, -0.84515], [3.36337, -2.90670, 0.52700], [7.66173, 2.55917, 1.24984], [6.53370, 2.00907, 3.41278], [-7.99992, -1.21981, 0.68079], [-6.82128, -0.75444, 0.21277], [-6.32521, -1.27509, -0.96529], [-5.11371, -0.78895, -1.43767], [-4.42168, 0.19288, -0.74064], [-4.95084, 0.69247, 0.44269], [-6.16178, 0.22238, 0.93140], [-6.88094, -2.03983, -1.49018], [-4.71024, -1.18109, -2.36293], [-3.47722, 0.56640, -1.11478], [-4.41577, 1.45751, 0.99082], [-6.59502, 0.59942, 1.84753]],
  "atomic_forces_ev_per_a": [[0.1541, -0.0716, -0.0037], [-0.1217, 0.0439, -0.0173], [0.6646, 0.1264, -0.0058], [-0.1924, -0.1963, -0.1126], [0.0207, 0.1334, 0.0119], [0.1477, 0.0319, 0.2515], [-0.0354, -0.1517, 0.0878], [0.0440, 0.1192, -0.0531], [-0.1127, -0.0142, 0.0442], [0.0786, 0.0474, -0.0676], [-0.0331, -0.0554, -0.0257], [0.1131, 0.0378, 0.1464], [0.1611, -0.1833, -0.0739], [-0.2047, 0.1100, -0.0138], [-0.3934, -0.0353, -0.0849], [-0.0305, -0.0153, -0.0180], [-0.2913, 0.0332, 0.0628], [-0.1583, -0.0894, 0.0420], [0.0093, 0.0357, -0.0144], [0.0810, 0.0495, -0.0877], [-0.0279, -0.0115, 0.0113], [-0.1710, -0.0901, -0.0237], [0.0278, 0.0633, -0.1031], [0.0298, 0.0376, -0.0843], [-0.0451, -0.0126, -0.0070], [-0.0097, -0.0430, 0.0131], [-0.0029, 0.0139, 0.0138], [0.1154, 0.0561, 0.0150], [0.2767, 0.0536, 0.0721], [0.0029, 0.0013, -0.0010], [-0.0240, -0.0096, 0.0086], [0.0184, 0.0178, 0.0127], [0.0170, -0.0109, -0.0265], [-0.0300, -0.0555, 0.0680], [0.0234, 0.0248, 0.0237], [0.0124, -0.0052, -0.0243], [-0.0068, 0.0038, -0.0006], [0.0004, 0.0004, 0.0050], [-0.1060, 0.0163, -0.0351], [0.0001, 0.0006, -0.0096], [-0.0017, -0.0071, 0.0033]],
  "mulliken_charge": [-0.7896, 0.3885, -0.4961, -0.3317, -0.5239, -0.3997, -0.6458, -0.7057, -0.2086, 0.5991, -0.5658, -0.2597, 0.6098, -0.4863, -0.4602, 0.2938, 0.2325, 0.2280, 0.3084, 0.1678, 0.3011, 0.2761, 0.4783, 0.3294, 0.3088, 0.3934, 0.3645, 0.2854, 0.2948, -0.3229, 0.3456, -0.4585, -0.4715, -0.3955, -0.4020, -0.4567, 0.4218, 0.3590, 0.5926, 0.3847, 0.4167],
  "homo_lumo_gap_ev": 9.32,
  "fmax_ev_per_a": 0.7,
  "spin_multiplicity": 1,
  "total_energy_ev": -40655.164
}